{
  "formula": "C22H39CuFO8",
  "method": "ωB97M-V/def2-TZVPD",
  "orbital_gap_ev": 5.05,
  "total_charge": -1,
  "total_energy_ev": -87179.6839,
  "fmax_ha_per_bohr": 0.07930,
  "de_lowest_kcal_mol": 0.0,
  "homo_ev": -2.744,
  "symbols": ["Cu", "C", "C", "O", "H", "H", "H", "H", "H", "C", "C", "O", "H", "H", "H", "H", "H", "O", "C", "O", "C", "C", "C", "H", "H", "H", "H", "H", "H", "H", "H", "O", "C", "O", "C", "C", "C", "H", "H", "H", "H", "H", "H", "H", "H", "O", "C", "O", "C", "C", "C", "H", "H", "H", "H", "H", "H", "H", "H", "F", "C", "C", "C", "C", "C", "C", "H", "H", "H", "H", "H"],
  "xyz": [[0.35, -0.17, -0.29], [-1.59, -1.79, -4.25], [-1.29, -0.99, -2.97], [-0.32, -1.55, -2.15], [-2.37, -1.47, -4.94], [-1.77, -2.86, -4.14], [-0.72, -1.67, -4.91], [-2.21, -0.99, -2.39], [-1.21, 0.05, -3.30], [3.49, -3.26, 0.71], [3.54, -1.90, 0.11], [2.40, -1.56, -0.61], [4.51, -3.38, 1.05], [3.21, -4.09, 0.06], [2.71, -3.35, 1.47], [4.29, -1.95, -0.68], [3.92, -1.24, 0.89], [0.94, 2.31, -0.98], [1.83, 3.04, -1.49], [1.71, 4.33, -1.79], [0.47, 4.94, -1.86], [0.56, 6.28, -2.42], [3.24, 2.59, -1.58], [-0.09, 4.99, -0.92], [-0.19, 4.36, -2.50], [-0.32, 6.91, -2.40], [0.80, 6.27, -3.48], [1.33, 6.85, -1.89], [3.97, 3.39, -1.47], [3.34, 1.88, -2.40], [3.40, 1.89, -0.76], [0.39, 1.12, 1.70], [0.65, 1.45, 2.81], [0.95, 0.62, 3.82], [1.18, -0.77, 3.50], [1.85, -1.30, 4.78], [0.37, 2.86, 3.24], [1.84, -0.94, 2.65], [0.17, -1.20, 3.46], [2.61, -0.57, 5.03], [2.23, -2.29, 4.51], [1.11, -1.40, 5.57], [1.24, 3.51, 3.19], [-0.02, 2.86, 4.26], [-0.31, 3.27, 2.49], [0.69, -4.25, -1.48], [0.09, -4.93, -0.71], [-0.35, -4.67, 0.57], [-0.10, -3.49, 1.17], [-1.35, -3.28, 2.05], [-0.53, -6.26, -1.07], [-0.11, -2.63, 0.49], [0.77, -3.56, 1.81], [-2.19, -3.09, 1.38], [-1.26, -2.44, 2.73], [-1.54, -4.14, 2.69], [-0.24, -6.55, -2.08], [-1.61, -6.24, -1.00], [-0.08, -7.03, -0.44], [-1.47, 0.90, -0.09], [-2.61, 1.51, -0.22], [-2.46, 2.93, -0.33], [-3.62, 3.67, -0.51], [-4.86, 3.10, -0.61], [-4.98, 1.72, -0.51], [-3.85, 0.90, -0.34], [-1.46, 3.32, -0.27], [-3.43, 4.73, -0.59], [-5.81, 3.62, -0.67], [-5.91, 1.18, -0.60], [-3.91, -0.16, -0.11]]
}